Record 1
# CH4NO2

A cluster of 2 separate species, CH4NO2 in total at a distorted geometry (ωB97M-V/def2-TZVPD, the OMol25 dataset).

Bonds (Å) are listed after each position.
Atoms and positions in Å:
1 O 0.17 0.58 2.06  H2 0.961, H6 0.976
2 H -0.19 -0.29 2.22  O1 0.961
3 C 0.79 0.29 -0.99  N4 1.482, O5 1.227
4 N -0.59 0.01 -1.46  C3 1.482, H7 1.024, H8 0.995
5 O 1.35 -0.77 -0.73  C3 1.227
6 H 0.53 0.48 1.15  O1 0.976
7 H -0.82 -0.95 -1.17  N4 1.024
8 H -1.24 0.65 -1.07  N4 0.995

Results
HOMO-LUMO gap, eV: 6.48
Highest occupied orbital energy, eV: -1.907
LUMO energy, eV: 4.6
Charge: -1

Atomic partial charges in e from the Mulliken method, atoms 1 to 4: -0.71, 0.30, -0.71, -0.57

Record 2
# C7H10

An isolated molecule of C7H10 at a distorted geometry (ωB97M-V/def2-TZVPD, the OMol25 dataset).

Bonds (Å) are listed after each position.
Atoms and positions in Å:
1 C 1.99 -1.48 0.99  C2 1.341, H8 1.080, H9 1.075
2 C 0.98 -1.32 0.12  C1 1.341, C3 1.478, H10 1.092
3 C 0.14 -0.11 -0.06  C2 1.478, C4 1.500, C6 1.342
4 C -0.72 0.02 -1.28  C3 1.500, C5 1.319, H11 1.090
5 C -1.89 -0.56 -1.46  C4 1.319, H12 1.084, H13 1.082
6 C 0.15 0.88 0.84  C3 1.342, C7 1.501, H14 1.088
7 C -0.52 2.22 0.70  C6 1.501, H15 1.090, H16 1.080, H17 1.088
8 H 2.35 -0.62 1.54  C1 1.080
9 H 2.39 -2.47 1.07  C1 1.075
10 H 0.92 -1.99 -0.74  C2 1.092
11 H -0.35 0.86 -1.87  C4 1.090
12 H -2.42 -0.36 -2.38  C5 1.084
13 H -2.30 -1.33 -0.82  C5 1.082
14 H 0.76 0.73 1.73  C6 1.088
15 H 0.11 2.99 1.16  C7 1.090
16 H -0.74 2.45 -0.34  C7 1.080
17 H -1.40 2.21 1.33  C7 1.088

Results
HOMO-LUMO gap, eV: 9.21
SMILES: C=CC(C=C)=CC
Highest occupied orbital energy, eV: -8.332
LUMO energy, eV: 0.9

Atomic partial charges in e from the Mulliken method, atoms 1 to 4: -0.75, -0.24, 0.65, -0.57